1.
8
Properties=species:S:1:pos:R:3 method="wB97M-V/def2-TZVPD" orbital_gap_ha=0.3241 homo_energy_ev=-9.1
C -0.53908 0.33036 -0.05491
C 0.70394 0.89462 -0.04782
C -0.28095 -1.26254 0.06177
N 1.76177 0.16565 -0.05664
S 1.39637 -1.38775 0.02699
Cl 0.97307 2.57186 0.07000
Br -1.62111 -2.55070 -0.03036
I -2.39401 1.23849 0.03095

=====

2.
10
Properties=species:S:1:pos:R:3 method="wB97M-V/def2-TZVPD" s2=2.0113 orbital_gap_ha="0.2584 / 0.2833" spin_multiplicity=3 homo_energy_ev="-8.0 / -9.9"
C -0.43184 0.51412 -0.28428
C -1.69080 -0.34521 0.13890
C 2.12980 0.04379 -0.03619
O -0.61484 1.61836 -0.66708
F -1.63794 -0.47614 1.54278
F -1.78040 -1.51682 -0.49166
F -2.93060 0.24941 -0.02843
Br 2.03762 -0.31340 1.76807
I 2.22957 -1.69457 -1.28588
I 2.68944 1.92046 -0.65623

=====

3.
6
Properties=species:S:1:pos:R:3 method="wB97M-V/def2-TZVPD" s2=0.7594 orbital_gap_ha="0.2378 / 0.1705" spin_multiplicity=2 homo_energy_ev="-3.3 / -3.3" charge=-1
O -0.69150 0.54825 0.82771
C 0.29302 1.98949 -0.57163
C 0.73417 0.91708 -1.13340
O 0.48160 -0.40040 -0.73982
C -0.34235 -0.54484 0.34564
Cd -0.47495 -2.50957 1.27151

=====

4.
12
Properties=species:S:1:pos:R:3 method="wB97M-V/def2-TZVPD" orbital_gap_ha="0.2949 / 0.2950" homo_energy_ev="-9.5 / -9.5"
C 1.32986 0.49764 -1.42541
C -0.05465 -0.62880 0.21044
C -0.04852 0.24893 1.47085
N -1.16839 -0.42435 -0.61823
O -1.58759 -1.38959 -1.26007
O 2.25297 -0.16520 -1.61871
O -1.55889 0.74904 -0.73444
F -1.25250 0.43023 1.88552
F 0.55231 1.43585 1.16930
F 0.56736 -0.29212 2.47749
Cl 0.40023 1.73962 -1.87079
Cl 0.56781 -2.20124 0.31404

=====

5.
9
Properties=species:S:1:pos:R:3 method="wB97M-V/def2-TZVPD" s2=2.0125 orbital_gap_ha="0.3666 / 0.2630" de_lowest_kj_mol=0.00 spin_multiplicity=3 homo_energy_ev="-9.8 / -11.3"
C -1.11433 1.08415 0.10382
C 0.08033 0.37960 0.41383
C 1.30736 -0.28904 0.01063
O -1.89315 1.63841 0.82003
O 0.98106 0.12201 1.34926
Cl -1.34528 0.92175 -1.75527
Cl -2.17115 -2.27495 -0.01229
Cl 2.81000 0.45119 -0.62852
Cl 1.34516 -2.03312 -0.30148

=====

6.
8
Properties=species:S:1:pos:R:3 method="wB97M-V/def2-TZVPD" orbital_gap_ha="0.2479 / 0.2480" de_lowest_kj_mol=0.00 homo_energy_ev="-12.6 / -12.6" charge=+1
C -1.10131 -0.01309 -0.86271
F -2.43936 -0.21764 -0.88717
Cu 1.95131 0.98377 2.46567
F -1.13848 -0.25911 1.50208
O 1.67880 -0.15735 -0.68304
C -0.47582 -0.01159 0.33144
C 1.06893 -0.20103 0.42233
Mg 0.45594 -0.12396 -2.28861

=====

7.
8
Properties=species:S:1:pos:R:3 method="wB97M-V/def2-TZVPD" orbital_gap_ha=0.3231 de_lowest_kj_mol=200.39 homo_energy_ev=-10.8
C -0.21396 -0.87536 -0.64995
C 0.64707 0.38300 1.24419
C -0.28554 0.50011 0.11336
O 0.36394 -1.06461 -1.63442
F -0.92803 -1.81137 -0.01194
F 1.86147 0.80735 0.97229
F -0.12071 1.48140 -0.82438
F -1.51776 0.74786 0.60452

=====

8.
9
Properties=species:S:1:pos:R:3 method="wB97M-V/def2-TZVPD" orbital_gap_ha=0.3872 de_lowest_kj_mol=309.09 homo_energy_ev=-11.9
C 1.44246 -0.08195 -0.04625
C -0.05727 0.03861 -0.33269
C -1.49222 0.09532 0.13582
N 0.76357 0.29660 -1.28320
F 2.01532 -1.23454 0.13185
F 3.01910 0.75106 0.52447
F -1.78726 -1.18802 0.55906
F -1.58313 0.95538 1.12312
F -2.32055 0.36755 -0.81218